Record 1
{"formula": "C34H35BrF6IrN6O5S2SbSe", "method": "ωB97M-V/def2-TZVPD", "symbols": ["Ir", "F", "C", "F", "F", "S", "O", "O", "N", "S", "O", "O", "C", "F", "F", "F", "Br", "C", "C", "C", "C", "C", "C", "N", "N", "C", "C", "C", "C", "O", "C", "N", "C", "C", "C", "C", "H", "H", "H", "H", "H", "H", "H", "H", "H", "C", "C", "Sb", "C", "C", "C", "C", "H", "H", "H", "H", "H", "H", "H", "H", "H", "H", "H", "H", "H", "H", "H", "C", "C", "C", "C", "N", "C", "C", "H", "H", "H", "H", "H", "H", "H", "Se", "C", "C", "C", "N", "C", "C", "H", "H", "H", "H"], "coordinates": [[-0.12700, -0.85329, 0.73526], [4.20427, -0.31313, 2.48073], [4.00982, -1.62643, 2.60048], [4.88866, -2.26065, 1.83660], [4.17499, -1.98615, 3.85935], [2.31033, -2.02995, 2.01570], [1.37260, -1.24531, 2.79283], [2.33750, -1.67426, 0.60356], [2.33989, -3.58319, 2.27749], [0.94426, -4.31410, 2.14350], [0.99678, -5.62460, 1.58480], [-0.02398, -3.39813, 1.53854], [0.33449, -4.48156, 3.88465], [-0.92550, -4.88730, 3.86874], [1.08061, -5.34311, 4.56081], [0.39756, -3.29395, 4.47908], [-2.61588, 6.36848, -1.84150], [-0.76161, 6.02897, -1.79891], [0.10687, 6.97785, -1.27613], [1.45235, 6.68159, -1.17435], [1.93131, 5.43048, -1.57622], [1.04860, 4.50860, -2.16457], [-0.29241, 4.80698, -2.27110], [3.28572, 5.18143, -1.40976], [3.80796, 4.05941, -1.56004], [3.39989, 2.87125, -1.18001], [3.86927, 1.71494, -1.88827], [3.15268, 0.56993, -1.88361], [1.92433, 0.47741, -1.13337], [1.03982, -0.35389, -1.35889], [1.74916, 1.46950, -0.04831], [0.90537, 1.16464, 0.95261], [0.76421, 2.01217, 1.96375], [1.43553, 3.23129, 2.00849], [2.27355, 3.57177, 0.97198], [2.45423, 2.66915, -0.08022], [-0.26908, 7.93908, -0.95474], [2.15095, 7.39546, -0.75776], [1.41556, 3.56584, -2.54973], [-0.97731, 4.09717, -2.71431], [4.74447, 1.82851, -2.51609], [3.42931, -0.27257, -2.50308], [0.09973, 1.70646, 2.76159], [1.30337, 3.88710, 2.85726], [2.81697, 4.50760, 0.99284], [-0.90485, -1.67134, -3.73048], [0.22063, -2.60983, -3.31445], [0.30257, -3.01740, -1.17527], [-1.10317, -4.66713, -1.05824], [-2.49194, -4.22199, -0.61534], [2.19229, -4.04303, -1.16741], [2.22039, -5.18428, -2.17645], [-0.86450, -1.48408, -4.80545], [-0.81795, -0.71494, -3.21380], [-1.88227, -2.10358, -3.50530], [1.19672, -2.20223, -3.57877], [0.10765, -3.59535, -3.76894], [-0.67010, -5.37765, -0.35663], [-1.12890, -5.10342, -2.05837], [-2.44163, -3.65402, 0.31418], [-3.12623, -5.09076, -0.43267], [-2.97660, -3.60692, -1.37752], [2.34161, -4.40591, -0.15560], [2.95577, -3.29363, -1.37276], [1.41760, -5.89960, -1.99452], [3.16635, -5.71984, -2.08562], [2.14085, -4.81966, -3.20080], [-4.72188, 2.43116, -2.54776], [-3.62472, 1.71710, -1.81884], [-2.68909, 2.40791, -1.05586], [-1.68881, 1.71564, -0.40166], [-1.58132, 0.38900, -0.45968], [-2.47687, -0.29050, -1.18751], [-3.49391, 0.33144, -1.87704], [-4.73187, 3.49216, -2.30685], [-5.69259, 2.00352, -2.29612], [-4.58972, 2.32246, -3.62572], [-2.74729, 3.48459, -0.95621], [-0.96208, 2.24441, 0.19496], [-2.36431, -1.36376, -1.19844], [-4.19404, -0.25945, -2.45337], [-2.10906, -1.42786, 2.00131], [-2.38048, -0.20131, 3.43730], [-1.31856, 0.26739, 4.20492], [-1.60573, 1.07338, 5.29751], [-2.84071, 1.42071, 5.64789], [-3.84968, 0.95533, 4.91508], [-3.67413, 0.14432, 3.80238], [-0.30118, -0.02383, 3.97420], [-0.81009, 1.44571, 5.93520], [-4.84383, 1.24039, 5.24093], [-4.52258, -0.21478, 3.23391]], "forces_ev_per_a": [[-1.83, 2.41, -3.60], [-0.15, 0.06, -0.01], [0.17, -0.15, 0.04], [-0.01, 0.02, 0.00], [-0.07, 0.07, 0.04], [1.15, -0.60, 0.18], [-0.09, 0.04, -0.30], [0.29, 0.04, 0.30], [0.00, 0.24, 0.07], [-1.19, 0.13, -0.01], [0.53, -0.05, 0.24], [0.53, -1.00, 0.46], [0.14, 0.11, 0.15], [0.02, -0.12, -0.10], [0.00, -0.07, -0.07], [0.01, 0.00, 0.00], [0.05, 0.07, -0.06], [-0.01, -0.07, 0.04], [-0.06, 0.04, 0.00], [0.16, -0.06, 0.08], [-0.45, -0.31, -0.12], [0.09, 0.02, -0.02], [-0.01, 0.01, 0.00], [0.38, 0.65, 0.27], [0.13, -0.47, -0.41], [-0.25, 0.12, 0.42], [0.04, 0.04, -0.16], [0.08, -0.01, -0.19], [-0.01, 0.15, -0.04], [0.59, 0.13, 0.26], [0.04, 0.07, 0.24], [-0.22, -0.32, 0.85], [0.08, -0.01, 0.08], [0.04, 0.03, -0.07], [0.02, 0.03, 0.05], [-0.06, -0.09, -0.06], [0.00, -0.02, 0.04], [-0.01, 0.02, -0.04], [-0.02, 0.02, -0.02], [0.02, 0.02, -0.02], [-0.03, 0.03, -0.01], [-0.02, 0.00, 0.01], [-0.01, 0.04, -0.04], [-0.04, -0.01, 0.00], [0.00, -0.01, -0.02], [0.16, -0.10, -0.06], [-0.14, 0.13, 0.57], [-1.25, -0.23, 0.21], [0.21, 0.44, -0.13], [0.14, -0.04, 0.04], [-0.13, 0.25, 0.12], [-0.11, 0.09, 0.05], [-0.06, 0.03, 0.01], [-0.03, 0.02, -0.07], [-0.01, 0.05, -0.02], [0.00, -0.05, -0.03], [0.07, 0.03, -0.03], [0.02, -0.05, -0.04], [0.04, -0.12, 0.05], [-0.04, 0.00, 0.00], [-0.05, 0.04, -0.04], [-0.05, -0.01, 0.02], [0.11, -0.02, -0.03], [-0.01, 0.01, 0.03], [0.02, -0.03, -0.03], [-0.01, -0.02, -0.02], [-0.01, -0.05, -0.02], [0.02, -0.04, 0.00], [0.00, 0.04, 0.01], [-0.05, -0.12, -0.04], [0.09, 0.16, 0.14], [1.07, -1.61, 0.75], [-0.15, -0.04, 0.00], [0.00, 0.13, -0.01], [-0.01, 0.00, -0.01], [0.00, 0.01, 0.01], [-0.01, 0.01, 0.00], [0.04, -0.03, 0.02], [-0.11, 0.01, -0.03], [-0.07, 0.03, 0.05], [0.04, -0.06, 0.03], [-0.06, -0.16, 0.13], [0.41, 0.02, -0.19], [-0.08, 0.07, 0.06], [-0.06, -0.01, -0.12], [-0.08, 0.11, 0.14], [0.19, -0.09, 0.02], [-0.03, 0.04, -0.03], [-0.02, -0.07, 0.10], [0.02, 0.00, -0.04], [-0.01, 0.00, -0.05], [-0.02, 0.05, 0.02]], "orbital_gap_ev": [5.4, 4.9], "e_above_lowest_kj_mol": 372.2, "s2": 0.8165, "max_force_ev_per_a": 4.71, "charge": 1, "spin_multiplicity": 2}

Record 2
{"formula": "C34H35FeN5O2S2", "method": "ωB97M-V/def2-TZVPD", "symbols": ["Fe", "O", "C", "C", "C", "C", "C", "C", "C", "N", "C", "C", "N", "C", "C", "C", "C", "C", "C", "C", "O", "H", "H", "H", "H", "H", "H", "H", "H", "H", "H", "H", "H", "H", "H", "S", "C", "N", "C", "C", "N", "C", "C", "C", "C", "C", "C", "C", "C", "S", "C", "C", "C", "C", "C", "C", "C", "H", "H", "H", "H", "H", "H", "H", "H", "H", "H", "H", "H", "H", "H", "H", "H", "H", "H", "N", "H", "H", "H"], "coordinates": [[0.10250, 0.17340, -0.08930], [0.08990, 0.35340, -1.93790], [-0.64180, 1.09150, -2.69530], [-0.36870, 1.09810, -4.09050], [-1.04550, 1.90580, -4.96730], [-2.04570, 2.76530, -4.50710], [-2.37810, 2.75060, -3.17590], [-1.72610, 1.92180, -2.25130], [-2.21560, 1.92720, -0.90670], [-1.74450, 1.20840, 0.03710], [-2.31200, 1.21930, 1.36090], [-1.52940, 0.21000, 2.22310], [-0.13360, 0.36390, 1.88090], [0.64800, 0.94510, 2.72280], [1.89620, 1.55640, 2.40000], [2.87230, 1.76200, 3.38370], [3.99760, 2.50750, 3.13460], [4.14880, 3.11810, 1.88430], [3.20970, 2.95170, 0.90210], [2.04530, 2.15700, 1.09880], [1.16530, 2.05700, 0.18600], [0.40340, 0.42700, -4.43590], [-0.80610, 1.87880, -6.02150], [-2.55750, 3.42320, -5.19180], [-3.17160, 3.39300, -2.81630], [-3.07470, 2.58420, -0.72180], [-3.37060, 0.93950, 1.32100], [-2.22180, 2.22280, 1.79550], [-1.85680, -0.80140, 1.97320], [-1.72180, 0.40000, 3.28640], [0.29280, 1.08440, 3.75000], [2.73430, 1.29820, 4.35210], [4.74940, 2.63720, 3.89970], [5.01760, 3.73400, 1.69810], [3.31350, 3.43030, -0.06180], [-2.28880, -1.68750, -0.46680], [-1.86920, -3.32830, -0.21110], [-2.85670, -4.26760, -0.07860], [-2.50200, -5.63920, 0.17540], [-1.20650, -5.96510, -0.55470], [-0.19350, -5.04260, -0.10230], [1.17510, -5.49520, -0.21350], [1.53010, -5.88680, -1.62570], [1.60260, -4.92240, -2.62470], [1.90470, -5.28270, -3.92520], [2.13960, -6.60910, -4.24780], [2.05880, -7.57560, -3.26060], [1.75220, -7.21550, -1.96000], [-0.52610, -3.70480, -0.12960], [0.70480, -2.51660, 0.02740], [-4.26130, -3.94390, -0.10650], [-4.89420, -4.38500, -1.40040], [-4.42870, -3.86420, -2.60260], [-4.99390, -4.26160, -3.79920], [-6.02920, -5.18220, -3.80840], [-6.48780, -5.71410, -2.61650], [-5.91940, -5.31930, -1.41760], [-3.31500, -6.27690, -0.18170], [-2.35670, -5.80840, 1.25360], [-1.37320, -5.87520, -1.63770], [-0.88090, -6.98330, -0.32850], [1.29620, -6.35530, 0.45560], [1.81420, -4.67710, 0.12650], [1.42340, -3.88770, -2.37440], [1.95910, -4.52480, -4.69290], [2.37390, -6.88980, -5.26500], [2.23200, -8.61340, -3.50430], [1.69250, -7.97320, -1.19110], [-4.35160, -2.85790, -0.00500], [-4.75020, -4.42800, 0.74770], [-3.62490, -3.14330, -2.58920], [-4.62710, -3.84950, -4.72780], [-6.47680, -5.48500, -4.74370], [-7.28790, -6.43990, -2.61910], [-6.27730, -5.73610, -0.48630], [2.61060, -0.25760, -0.40750], [3.22050, -0.28280, 0.39830], [2.90200, 0.49800, -1.01170], [2.69640, -1.12990, -0.91060]], "forces_ev_per_a": [[-0.61, 0.63, -0.02], [1.03, -0.69, 0.67], [-1.10, 0.89, -0.56], [0.11, -0.23, 0.37], [-0.07, 0.04, 0.23], [-0.14, 0.12, -0.04], [0.01, 0.01, -0.13], [0.57, -0.24, -0.42], [0.08, -0.19, 0.06], [1.31, -0.32, -0.50], [-0.17, -0.15, 0.71], [-0.81, -0.12, 0.06], [0.44, 0.23, 0.02], [0.02, -0.08, -0.07], [0.21, 0.15, -0.58], [0.14, 0.06, 0.08], [0.01, -0.11, 0.32], [-0.10, -0.09, -0.09], [-0.09, 0.07, -0.12], [0.24, 0.02, 0.81], [-0.89, -0.81, -0.80], [0.10, -0.03, -0.01], [0.07, -0.01, -0.03], [-0.08, 0.04, -0.05], [-0.07, 0.03, 0.03], [0.07, -0.18, 0.12], [0.10, 0.03, 0.05], [0.00, -0.08, -0.03], [0.06, 0.10, -0.01], [0.15, -0.01, -0.11], [-0.03, -0.21, -0.09], [-0.02, 0.01, 0.10], [0.01, 0.00, 0.03], [0.07, 0.03, -0.06], [0.01, 0.04, -0.06], [-0.05, 0.22, -0.07], [-1.12, 0.59, -0.06], [0.52, 0.17, -0.01], [0.25, -0.32, 0.01], [-0.49, -0.04, 0.07], [-0.20, 0.39, 0.03], [0.23, -0.01, 0.07], [0.07, -0.12, 0.00], [0.00, 0.04, 0.01], [0.01, 0.07, -0.08], [-0.03, -0.09, -0.06], [0.04, -0.11, -0.12], [0.03, 0.08, 0.10], [0.82, -0.07, 0.24], [0.35, 0.67, 0.07], [-0.21, 0.15, -0.02], [-0.11, -0.10, 0.11], [0.03, 0.00, -0.01], [0.04, 0.05, -0.05], [-0.10, -0.09, -0.07], [-0.12, -0.09, -0.10], [0.06, 0.10, 0.06], [0.09, -0.02, 0.02], [-0.10, -0.05, -0.09], [0.07, -0.10, 0.04], [-0.05, 0.07, -0.04], [0.08, 0.07, -0.07], [-0.04, -0.24, 0.04], [-0.04, 0.15, 0.05], [0.01, 0.08, -0.06], [0.02, -0.01, -0.05], [0.02, -0.09, -0.02], [-0.01, -0.09, 0.09], [-0.01, -0.23, 0.10], [-0.01, 0.04, -0.07], [0.11, 0.11, 0.01], [0.02, 0.04, -0.08], [-0.03, -0.04, -0.07], [-0.07, -0.06, -0.01], [-0.04, -0.04, 0.11], [-0.68, -0.04, 0.05], [0.04, 0.00, 0.08], [-0.05, 0.15, -0.03], [0.03, -0.13, -0.04]], "orbital_gap_ev": [4.5, 6.5], "e_above_lowest_kj_mol": 172.9, "s2": 6.0796, "max_force_ev_per_a": 1.52, "charge": 0, "spin_multiplicity": 5}

Record 3
{"formula": "C34H35GeN6O5S2W", "method": "ωB97M-V/def2-TZVPD", "symbols": ["W", "N", "C", "S", "N", "N", "C", "C", "C", "C", "C", "C", "C", "O", "H", "H", "H", "H", "H", "H", "H", "C", "C", "S", "O", "O", "C", "C", "N", "C", "N", "C", "C", "N", "O", "O", "C", "H", "H", "H", "H", "H", "H", "H", "H", "H", "H", "H", "H", "H", "C", "C", "C", "C", "C", "C", "Ge", "C", "C", "C", "C", "C", "C", "C", "C", "C", "C", "C", "C", "H", "H", "H", "H", "H", "H", "H", "H", "H", "H", "H", "H", "H", "H", "H"], "coordinates": [[0.19803, 0.11701, 0.51654], [2.93123, -2.81249, 2.50794], [2.34243, -1.82009, 1.84514], [0.78523, -1.23409, 2.47564], [2.86803, -1.29199, 0.79954], [2.20673, -0.25649, 0.16804], [3.03703, 0.37861, -0.68106], [2.67603, 1.45051, -1.52006], [3.62573, 2.07001, -2.36256], [3.23833, 3.03861, -3.25466], [1.90453, 3.44991, -3.32246], [0.94693, 2.88241, -2.50276], [1.31913, 1.88841, -1.60396], [0.44383, 1.27501, -0.80996], [2.51493, -3.18589, 3.34294], [3.82673, -3.14959, 2.19714], [4.05413, 0.00101, -0.71476], [4.65743, 1.76201, -2.29926], [3.96463, 3.47721, -3.91986], [1.61203, 4.21211, -4.02536], [-0.08977, 3.18341, -2.52976], [2.10543, 5.65351, 1.24704], [2.35913, 4.24381, 1.75014], [0.78783, 3.33761, 1.70144], [0.98613, 1.87871, 1.97004], [0.18413, 3.51211, 0.42014], [-0.31187, 3.95921, 3.03404], [-1.77767, 3.68791, 2.68434], [-1.91817, 2.40351, 2.03184], [-1.63167, 1.20251, 2.57514], [-1.59697, 0.24011, 1.65634], [-1.91197, 0.82511, 0.40674], [-2.13927, 2.21291, 0.67194], [-2.30017, 3.18631, -0.29156], [-2.50147, 4.35421, 0.03844], [-2.20097, 2.77931, -1.45136], [-1.42957, 0.96281, 4.02474], [3.02343, 6.07731, 0.84714], [1.76063, 6.31101, 2.03954], [1.36413, 5.63651, 0.45084], [2.74573, 4.20961, 2.76494], [3.02633, 3.69751, 1.08594], [-0.13967, 5.02791, 3.13484], [0.02153, 3.44721, 3.93404], [-2.14007, 4.43781, 1.96724], [-2.40057, 3.71951, 3.58534], [-2.56507, 0.28091, -0.28586], [-1.74977, 1.81881, 4.61074], [-0.38507, 0.73891, 4.24794], [-2.01827, 0.09751, 4.33044], [-1.30607, -0.94999, -5.08816], [-0.26637, -0.35109, -4.39666], [-0.02867, -0.70249, -3.07826], [-0.82147, -1.65249, -2.44456], [-1.81737, -2.30239, -3.16356], [-2.05767, -1.94099, -4.47996], [-0.44257, -2.07109, -0.50196], [-2.13617, -2.50659, 0.48834], [-3.39967, -2.37749, -0.08796], [-4.53357, -2.73489, 0.62224], [-4.42477, -3.16989, 1.93384], [-3.17557, -3.28649, 2.52624], [-2.04217, -2.95719, 1.80674], [0.57893, -3.79549, -0.60726], [0.00973, -4.97529, -0.12346], [0.61413, -6.19459, -0.36576], [1.80203, -6.25649, -1.07696], [2.37863, -5.09019, -1.55856], [1.77693, -3.86869, -1.32346], [-1.52317, -0.65759, -6.10436], [0.35143, 0.39651, -4.87076], [0.81403, -0.27049, -2.54526], [-2.38167, -3.10509, -2.71086], [-2.84057, -2.44329, -5.02746], [-3.50047, -2.02029, -1.10376], [-5.50407, -2.67229, 0.15164], [-5.31477, -3.40289, 2.49654], [-3.08367, -3.62229, 3.54854], [-1.06717, -3.05409, 2.27294], [-0.92657, -4.93059, 0.41614], [0.15143, -7.09819, -0.00106], [2.28023, -7.20639, -1.25396], [3.29803, -5.13859, -2.12086], [2.22913, -2.96639, -1.71766]], "forces_ev_per_a": [[0.00, -0.80, 4.66], [0.11, -0.12, 0.04], [-1.10, 0.79, 0.14], [0.33, 0.02, -0.55], [1.18, -0.27, -0.40], [1.83, 0.06, -1.17], [-0.98, -1.03, 1.21], [-0.93, 0.87, -0.59], [-0.21, -0.26, 0.28], [0.00, 0.13, -0.09], [0.09, -0.28, 0.18], [-0.33, -0.27, 0.41], [1.60, -0.09, -0.47], [0.51, 2.55, -2.82], [0.07, -0.04, -0.07], [0.04, -0.06, 0.02], [-0.04, -0.04, 0.11], [0.15, -0.08, -0.05], [0.10, 0.08, -0.02], [-0.04, 0.11, -0.10], [-0.07, 0.04, -0.08], [-0.10, 0.21, -0.04], [-0.62, -0.11, 0.23], [0.29, -1.05, 0.27], [0.21, 0.59, 0.25], [-0.15, 1.34, -0.34], [0.59, -0.17, -0.39], [-0.02, 0.76, 0.11], [-0.62, -0.54, -0.74], [-0.12, 0.15, 0.37], [-0.70, 0.32, -0.22], [-1.73, 0.97, 0.69], [0.67, -2.03, 0.82], [-0.28, 0.95, -1.23], [-0.11, -0.52, -0.36], [-0.17, 0.34, 0.62], [0.08, 0.06, 0.01], [0.06, -0.04, 0.03], [-0.06, 0.06, 0.07], [0.06, 0.13, -0.11], [0.05, -0.14, 0.12], [-0.13, -0.32, -0.03], [0.05, 0.10, 0.02], [0.06, 0.00, 0.08], [0.11, -0.32, 0.47], [0.18, 0.02, -0.17], [0.65, 0.05, -0.05], [0.01, 0.04, 0.09], [0.04, 0.06, -0.07], [-0.01, 0.01, -0.10], [0.02, 0.04, -0.04], [0.00, 0.04, 0.03], [0.23, -0.09, 0.12], [0.56, 0.56, 0.44], [-0.03, -0.16, 0.41], [-0.05, -0.05, -0.01], [-1.30, -4.12, -1.57], [0.57, 0.25, 0.04], [0.27, 0.15, -0.25], [-0.08, -0.01, 0.04], [-0.05, 0.05, -0.03], [0.06, -0.01, 0.00], [0.16, -0.09, -0.13], [-0.29, 1.19, 0.24], [-0.18, 0.16, 0.17], [-0.14, -0.05, 0.10], [0.01, 0.09, 0.04], [0.13, 0.09, -0.04], [0.04, 0.19, -0.10], [0.01, 0.00, -0.09], [0.07, 0.05, -0.09], [-0.20, -0.03, -0.26], [-0.13, -0.03, -0.02], [-0.06, -0.05, -0.07], [-0.06, 0.05, -0.05], [-0.05, 0.05, -0.02], [-0.10, -0.08, 0.06], [-0.02, -0.07, 0.07], [-0.11, 0.00, 0.02], [-0.02, -0.11, 0.03], [-0.04, -0.11, 0.03], [0.03, -0.13, -0.05], [0.10, 0.01, -0.06], [0.04, 0.01, -0.02]], "orbital_gap_ev": [5.7, 4.4], "e_above_lowest_kj_mol": 283.4, "s2": 3.8302, "max_force_ev_per_a": 4.73, "charge": 2, "spin_multiplicity": 4}

| no. | energy (hartree) |
| --- | --- |
| 1 | -8736.55507 |
| 2 | -3800.96356 |
| 3 | -4961.02752 |